(1)
49
Properties=species:S:1:pos:R:3:forces:R:3:lowdin_spin:R:1 method="wB97M-V/def2-TZVPD" total_charge=+3 e_tot_ev=-39842.708 multiplicity=3 s_squared=2.028
Mo -0.804553 -1.321927 0.820320 -0.117 -0.436 0.191 1.811
C -2.251710 -3.308999 0.561801 -0.019 0.077 -0.073 0.018
C -1.872896 -3.266399 1.909827 -0.026 0.042 -0.033 0.013
C -0.504725 -3.312917 2.269900 0.008 -0.006 -0.040 0.005
C 0.479461 -3.428486 1.281071 -0.014 0.034 -0.051 0.009
C 0.105152 -3.440500 -0.077273 -0.020 0.077 -0.034 0.008
C -1.257534 -3.375699 -0.437708 -0.019 0.093 -0.033 0.015
H -3.298919 -3.264496 0.286266 0.001 -0.009 -0.007 0.002
H -2.625197 -3.162840 2.682840 0.000 -0.020 0.003 0.001
H -0.226582 -3.244313 3.315419 0.007 -0.017 -0.001 0.001
H 1.526324 -3.478136 1.556561 0.000 -0.009 0.004 0.002
H 0.861635 -3.497492 -0.848802 0.006 -0.011 0.001 0.001
H -1.541612 -3.384664 -1.483527 -0.006 -0.009 0.001 0.003
C -0.294986 3.279433 -2.650838 0.011 -0.003 0.019 0.000
C -0.250326 1.794530 -2.797348 0.014 -0.057 -0.145 0.000
O 0.356357 1.223598 -1.497017 -0.091 0.106 0.171 -0.017
P 0.493497 -0.151362 -0.876542 0.214 -0.378 0.048 -0.028
O 1.563021 -1.048014 -1.537339 -0.066 0.125 0.031 -0.008
C 2.647636 -0.648312 -2.523854 0.030 0.004 -0.039 -0.001
C 3.823311 -0.054343 -1.808923 -0.014 -0.010 0.020 -0.001
O 0.842226 0.035345 0.710824 0.000 0.136 -0.154 0.058
C 2.147316 0.332368 1.463201 0.025 0.078 0.043 0.002
C 2.425265 1.802361 1.411911 -0.022 -0.016 -0.004 0.000
H -0.686579 3.682617 -3.587609 -0.001 -0.007 -0.002 0.000
H 0.696845 3.700768 -2.496782 -0.005 0.004 0.005 0.000
H -0.967552 3.583410 -1.852285 0.003 0.005 0.009 0.000
H 0.427127 1.460478 -3.577378 -0.001 -0.020 -0.014 0.000
H -1.228090 1.330287 -2.884716 0.070 0.022 0.011 0.000
H 2.183240 0.030417 -3.232977 -0.007 0.011 -0.010 0.000
H 2.870595 -1.589820 -3.014716 -0.001 -0.004 0.002 0.000
H 3.574276 0.891976 -1.325153 0.009 -0.012 -0.008 0.000
H 4.596842 0.157127 -2.549805 -0.008 0.005 -0.008 0.000
H 4.250935 -0.750825 -1.088032 0.002 0.000 -0.001 0.000
H 2.894882 -0.280679 0.964374 -0.008 -0.011 0.004 0.001
H 1.943547 -0.039944 2.463724 -0.009 0.003 -0.003 0.000
H 2.572217 2.156005 0.391817 -0.012 0.015 0.018 0.000
H 3.352685 1.980335 1.961624 0.005 -0.009 0.000 0.000
H 1.638012 2.378942 1.894238 0.001 0.007 -0.004 0.000
O -2.690209 1.606978 -1.121135 -0.146 -0.043 0.043 0.009
C -2.751826 1.418719 0.046190 0.131 0.035 0.014 0.001
C -3.308669 2.271123 1.175589 -0.070 -0.031 0.006 -0.002
C -2.832835 1.619345 2.490078 -0.069 -0.017 -0.010 0.007
C -2.132753 0.418676 1.982941 0.054 -0.035 -0.007 0.039
O -1.420311 -0.493093 2.576200 0.055 0.335 0.020 0.021
N -2.168340 0.242512 0.677338 0.089 -0.049 0.019 0.026
H -4.395275 2.292150 1.081933 -0.011 0.006 0.017 0.000
H -2.958949 3.295658 1.053982 0.003 -0.012 -0.019 0.000
H -3.646025 1.320169 3.156974 0.008 0.011 0.005 0.002
H -2.155948 2.237934 3.082816 0.013 -0.002 -0.005 0.002

=====

(2)
58
Properties=species:S:1:pos:R:3:forces:R:3:mulliken_charge:R:1 method="wB97M-V/def2-TZVPD" total_charge=+1 relative_energy_kcal_mol=48.5
O -4.965741 -1.692694 1.739352 -0.105 3.075 0.478 -0.258
N -5.065540 -0.484500 1.884759 -1.309 -4.157 0.273 0.137
O -4.105728 0.171682 1.197059 2.209 1.133 0.833 -0.136
C -2.894783 0.379147 2.029110 1.794 0.884 -0.225 0.735
C -1.767451 -0.709124 1.492654 -0.102 2.299 -1.617 -0.507
N -1.830374 -2.051660 2.193796 0.522 -0.559 0.016 0.007
C -2.131839 -1.953777 3.692512 -0.755 0.288 2.534 -0.518
C -2.092282 -0.379478 4.211722 0.467 -1.097 0.136 -0.303
O -3.149802 0.325121 3.475070 1.413 -0.899 -1.279 -0.392
H -2.518329 1.484594 1.793531 -0.787 -2.694 0.223 -0.154
H -0.691917 -0.217706 1.569758 -2.202 -1.276 0.107 0.104
H -1.985208 -0.859557 0.334829 0.462 0.221 2.634 0.284
H -0.895302 -2.527368 2.016894 -1.289 0.734 0.263 0.404
H -2.554982 -2.694045 1.799284 0.541 0.925 -0.003 0.438
H -1.375742 -2.649117 4.257238 -1.498 1.478 -1.041 0.367
H -3.244256 -2.322597 3.909910 2.538 0.681 -0.765 0.291
H -1.011215 0.041877 4.064411 -2.090 -0.446 0.019 0.182
H -2.334857 -0.289582 5.371066 0.294 -0.407 -2.707 0.367
C 1.821195 -3.071409 -1.604059 0.550 -0.905 -0.757 -0.302
C 0.448324 -3.220474 -1.033098 -0.902 -1.102 -0.723 -0.322
O 0.458645 -2.338863 0.073595 0.470 0.770 0.535 -0.190
C 1.422063 -1.403615 -0.172969 1.041 2.085 0.685 0.472
O 1.587952 -0.394099 0.491141 -0.593 -2.222 -1.182 -0.457
O 2.174437 -1.744923 -1.259669 -0.819 0.707 1.227 -0.310
H 1.838128 -3.207872 -2.688830 0.056 0.149 0.216 0.145
H 2.540997 -3.758760 -1.147422 -0.067 0.084 -0.049 0.273
H -0.332095 -2.901631 -1.732085 0.096 -0.051 0.038 0.265
H 0.240425 -4.244626 -0.711304 -0.007 0.243 0.059 0.367
C 0.994270 -2.209134 -6.482051 0.409 1.037 -0.443 -0.303
C 1.514053 -3.548204 -6.894006 0.804 -0.180 -0.960 -0.311
O 1.043419 -4.407989 -5.873522 -0.885 0.294 0.775 -0.308
C -0.049213 -3.805561 -5.319543 -1.368 -1.033 1.257 0.684
O -0.804207 -4.343243 -4.526721 1.652 1.205 -1.447 -0.561
O -0.187070 -2.524030 -5.769151 -0.197 -1.004 0.508 -0.302
H 0.770624 -1.567653 -7.338861 -0.113 -0.081 0.249 0.304
H 1.681410 -1.681750 -5.812135 -0.046 -0.039 -0.050 0.240
H 1.102541 -3.879402 -7.853310 0.028 0.033 0.116 0.282
H 2.605900 -3.572006 -6.948419 -0.212 -0.158 0.098 0.293
C -1.798400 5.428252 1.288202 -0.638 1.178 0.349 -0.369
C -0.865993 5.446005 0.120600 0.034 1.049 -0.799 -0.327
O -0.047444 4.312993 0.340550 -0.426 -1.377 0.949 -0.308
C -0.757763 3.458005 1.133078 0.464 -0.810 0.003 0.666
O -0.424466 2.311209 1.380984 -0.920 1.768 -0.357 -0.497
O -1.889536 4.053271 1.610803 0.932 -1.172 -0.298 -0.324
H -2.783027 5.834526 1.041035 0.119 -0.242 0.134 0.295
H -1.397065 5.968176 2.152201 -0.034 -0.098 -0.085 0.284
H -1.388910 5.324681 -0.833934 0.069 -0.021 0.100 0.261
H -0.263988 6.358040 0.082651 0.044 -0.308 -0.012 0.310
C 2.655849 2.473465 1.320776 -1.053 -0.362 -0.322 0.598
C 3.541711 1.806242 2.322303 -0.188 -0.876 0.529 -0.356
O 4.804613 2.398827 2.085586 0.061 0.785 -0.422 -0.332
C 4.571445 3.608453 1.497289 1.878 1.928 -0.441 0.545
O 5.425195 4.459129 1.309815 -1.980 -1.971 0.432 -0.556
O 3.258755 3.742077 1.147343 1.008 0.207 0.319 -0.309
H 1.627942 2.578437 1.678585 0.467 0.051 -0.213 -0.329
H 2.646218 1.952088 0.357887 -0.014 0.030 0.148 0.189
H 3.239776 2.017062 3.353655 0.025 0.021 -0.050 0.314
H 3.588638 0.723088 2.180056 0.152 0.206 0.005 0.237

=====

(3)
46
Properties=species:S:1:pos:R:3:forces:R:3:mulliken_charge:R:1 method="wB97M-V/def2-TZVPD" relative_energy_kcal_mol=427.7
C -5.783876 -0.536461 -0.268645 1.675 -7.171 -2.811 -0.309
C -4.773160 -1.558373 -0.617305 -3.549 1.602 -0.146 -0.943
C -3.416822 -1.265546 -0.433096 -5.166 -13.026 -3.811 -0.076
C -3.029238 -0.162904 0.034023 -0.304 2.963 0.871 1.235
C -3.988475 0.708381 0.160857 -3.821 9.944 3.802 0.246
C -5.419744 0.590899 0.165599 3.701 4.791 1.799 -1.197
H -6.146816 1.355662 0.483049 0.915 -0.060 -0.306 0.339
H -3.702645 1.876608 0.527392 -0.295 -3.263 -1.043 0.042
N -1.786514 0.075858 0.171329 8.013 -0.469 1.792 0.386
C -0.709509 -0.723486 -0.504543 -1.730 1.851 -3.066 -0.795
H -0.032374 0.222967 -0.797891 -0.525 -3.214 0.541 0.041
H -1.315668 -1.000857 -1.490589 1.905 0.095 1.668 0.494
C 0.000334 -1.957334 0.186142 -1.258 7.679 3.568 -0.665
O 1.307881 -1.778174 -0.180446 -0.841 -2.522 -1.475 0.021
C 2.136070 -2.691175 0.421000 -2.856 0.316 8.651 -0.270
C 3.449747 -2.766262 -0.002334 4.306 -2.126 -4.116 -0.506
O 4.413347 -1.824273 0.214481 -0.274 5.928 -0.265 -0.363
C 4.061807 -0.481934 -0.389780 3.325 1.571 -4.823 -0.301
C 3.487677 0.677106 0.397170 -6.105 -6.403 4.800 0.194
H 2.281655 0.410905 0.621474 2.511 0.545 -0.841 -0.240
O 3.579254 1.907834 -0.012752 4.210 1.736 2.747 -0.406
C 2.689710 2.512191 -0.794326 1.575 -1.006 -5.927 -0.782
H 2.585932 1.762938 -1.643763 -1.543 0.417 0.670 0.315
C 1.419070 3.044739 -0.262540 5.178 5.420 -9.415 -0.622
O 0.652914 2.098581 -0.282708 -6.823 -8.503 4.419 -0.024
C -0.538970 2.314127 0.423096 -1.524 -1.512 1.586 -0.885
C -1.210983 0.883030 1.144804 -1.421 7.885 0.446 -0.940
H -1.976469 1.549401 1.791728 1.071 -2.192 -1.346 0.368
H -0.494281 0.600517 1.862554 0.934 -1.466 0.440 0.340
H -1.229585 2.573788 -0.329761 -1.447 0.308 -0.927 0.452
H -0.523349 3.234565 1.096826 0.490 -1.446 -0.314 0.390
H 0.971664 3.551625 -1.365242 1.741 1.200 2.496 0.212
H 1.707126 3.702694 0.436107 -0.376 2.397 3.614 0.524
H 3.356464 3.097185 -1.439116 -0.641 1.617 0.645 0.541
H 3.785477 0.405220 1.463132 0.535 1.329 -0.993 0.338
H 5.112448 0.208008 -0.698329 -2.082 -2.815 0.631 0.210
H 3.545761 -0.587411 -1.557141 1.199 -0.238 3.467 0.175
H 4.050450 -3.598937 0.498464 -1.634 0.035 -1.203 0.266
H 3.343293 -2.779402 -1.195117 0.425 -1.023 1.841 0.253
H 2.136401 -2.142731 1.661956 0.370 -1.679 -2.722 0.245
H 1.816907 -3.771827 0.780817 -0.353 2.072 -1.658 0.323
H -0.126053 -1.430566 1.603725 0.588 -1.852 -3.361 0.184
H -0.627818 -2.791251 0.251999 0.178 -2.034 -0.500 0.431
H -2.944376 -2.314084 -0.562673 0.630 2.324 0.206 0.053
H -5.380082 -2.445438 -1.045150 2.305 0.883 0.725 0.218
H -6.734580 -0.756389 -0.524470 -3.209 -0.887 -0.355 0.489

=====

(4)
51
Properties=species:S:1:pos:R:3:forces:R:3:mulliken_charge:R:1 method="wB97M-V/def2-TZVPD" relative_energy_kcal_mol=0.0
C 4.208163 1.880456 -1.945671 0.175 0.010 -0.097 -0.759
H 4.222656 1.866921 -3.033751 0.074 0.078 0.012 0.295
O 3.002697 1.251992 -1.569235 -0.179 -0.142 0.062 -0.346
C 2.714099 1.274293 -0.188240 0.048 0.046 0.464 -0.083
C 1.216277 1.015270 -0.032060 0.171 -0.087 -0.292 -1.354
H 0.935232 1.056247 1.021073 -0.033 -0.007 0.045 0.458
H 0.650730 1.770923 -0.577122 0.049 0.005 0.079 0.368
C 0.854745 -0.368921 -0.601914 -0.074 0.228 -0.041 0.222
C 1.688458 -1.435358 0.052505 -0.125 -0.200 -0.033 -0.257
C 1.199724 -2.517184 0.665356 1.125 0.370 -0.149 0.139
C -0.156810 -2.856608 0.786762 -0.964 -0.397 0.167 0.009
N -1.231465 -3.234922 0.939333 -0.137 -0.165 0.069 -0.600
H 1.889545 -3.224349 1.108186 0.047 0.046 -0.009 0.495
C 3.168514 -1.188588 -0.019094 0.183 0.411 0.027 -0.480
O 3.881623 -2.201400 0.636905 0.083 -0.168 0.141 -0.591
H 4.788089 -1.881141 0.735748 -0.078 0.004 -0.017 0.378
H 3.468484 -1.136994 -1.079800 -0.113 0.007 0.149 0.264
C 3.475236 0.189684 0.603868 -0.256 -0.037 -0.253 -0.091
O 4.883646 0.327331 0.605436 -0.163 -0.289 -0.281 -0.442
C 5.386672 1.256826 1.535355 0.057 0.082 0.100 -0.781
H 6.471090 1.181398 1.481623 -0.020 0.086 0.078 0.305
H 5.084636 2.280873 1.294921 0.018 -0.004 0.004 0.273
H 5.051596 1.016605 2.550900 0.026 0.017 -0.026 0.352
H 3.112598 0.198675 1.644606 0.006 -0.033 -0.089 0.601
H 1.081652 -0.354987 -1.680227 -0.029 -0.059 0.125 0.275
O -0.507609 -0.685859 -0.403942 0.210 0.214 -0.015 -0.112
C -1.432422 -0.123510 -1.290732 -0.285 -0.253 -0.596 -0.286
O -1.719503 1.212841 -1.000765 -0.127 0.160 -0.047 -0.430
C -2.337024 1.419696 0.259003 -0.281 0.178 0.436 0.183
C -3.657823 0.641023 0.336040 0.268 -0.499 -0.618 0.361
O -4.274107 0.871782 1.581465 -0.087 0.004 0.323 -0.619
H -4.945592 0.186347 1.692693 0.016 0.080 0.047 0.425
C -3.350341 -0.845000 0.137917 0.503 0.460 -0.148 -0.490
O -4.574118 -1.556534 0.187609 -0.263 -0.063 -0.050 -0.634
H -4.368520 -2.494824 0.270033 -0.013 -0.020 0.098 0.411
H -2.668345 -1.187545 0.925402 -0.128 0.067 -0.064 0.356
C -2.670178 -1.033561 -1.224079 0.333 -0.225 0.552 0.097
O -3.543786 -0.723224 -2.274779 -0.259 0.183 -0.219 -0.624
H -4.428286 -1.006253 -1.998141 0.158 0.012 -0.071 0.438
H -2.318292 -2.074884 -1.309326 -0.015 0.197 0.064 0.421
H -4.317091 0.977159 -0.480492 0.150 0.004 0.101 0.235
C -2.553690 2.928433 0.432435 0.143 -0.329 -0.437 -0.825
O -2.819680 3.271832 1.761762 -0.156 -0.009 0.491 -0.600
H -3.523466 2.686118 2.076408 0.049 0.098 0.010 0.372
H -3.364747 3.251327 -0.235497 0.098 -0.010 -0.039 0.317
H -1.639621 3.452325 0.143613 -0.056 -0.055 -0.068 0.335
H -1.679770 1.061248 1.065827 -0.076 0.104 -0.050 0.320
H -1.044748 -0.104335 -2.319954 0.015 -0.051 0.178 0.401
H 2.960519 2.266298 0.224551 -0.037 -0.102 -0.049 0.737
H 4.233973 2.919405 -1.595749 -0.007 -0.016 -0.011 0.314
H 5.081575 1.347856 -1.560955 -0.044 0.067 -0.051 0.248